Density functional theory data (the ωB97M-V functional and the def2-TZVPD basis) for 6 unconnected molecules or ions with the total composition H11O5S.

Last column: natural (NBO) charge in e.
Atoms and positions in Å:
S 0.77323 1.61205 -0.71456  -1.06
H 1.57794 1.21941 -1.70776  0.10
H 0.80964 -1.91264 0.86634  0.47
H 2.00858 -1.54304 0.06067  0.48
O 1.77295 -1.93672 0.91452  -0.96
H -0.75083 -0.26869 1.96813  0.49
H -1.99972 0.40434 1.32318  0.48
O -1.62112 -0.44470 1.56271  -0.98
H -1.78188 0.40158 -0.92053  0.48
H -2.03234 1.82540 -0.87023  0.48
O -2.47984 1.02538 -1.17726  -0.97
H 1.48039 0.24583 2.12272  0.48
H 0.72416 1.43034 1.59478  0.50
O 0.95056 0.98787 2.44170  -0.99
H 0.55503 -0.35717 -2.73624  0.49
H -0.17832 -1.43946 -1.93165  0.47
O 0.19157 -1.24977 -2.79651  -0.97

## Properties
**Total energy**: -781.053092 a.u.
**Frontier orbital gap**: 7.788 eV
**Energy relative to the best compared isomer or geometry (same formula, charge and spin)**: 21.6 kcal/mol
**Total charge**: -1